90
Properties=species:S:1:pos:R:3:lowdin_charge:R:1 method="wB97M-V/def2-TZVPD" largest_force_ev_per_a=0.4 charge=-1 homo_ev=-5.316 energy_ev=-96871.3596 de_lowest_kcal_mol=0.0 orbital_gap_ha=0.276
Bi -0.54794 -0.32781 -0.91903 1.90
O -0.44569 2.88694 -3.88140 0.04
C -0.74160 2.11188 -2.98173 -0.50
N -0.44519 0.81592 -2.86014 -0.07
C 0.00450 0.00172 -3.90743 -0.24
C 0.76121 0.41591 -4.99349 -0.02
C 1.13509 -0.51237 -5.95790 -0.10
C 0.75911 -1.84100 -5.84156 -0.10
C -0.00113 -2.26136 -4.75646 -0.02
C -0.38115 -1.34700 -3.79152 -0.24
N -1.14144 -1.66501 -2.63854 -0.06
C -2.27491 -2.37099 -2.75262 -0.48
O -2.67316 -2.98732 -3.73515 0.04
C -3.16533 -2.35026 -1.52181 -0.21
C -4.27653 -3.17951 -1.47884 -0.01
C -5.06390 -3.17492 -0.34002 -0.06
C -4.71172 -2.35433 0.71950 -0.05
C -3.59886 -1.54122 0.58588 -0.13
N -2.85826 -1.52768 -0.52089 0.01
C -1.66133 2.60870 -1.87451 -0.23
C -2.03021 3.94370 -1.83124 0.00
C -2.95779 4.34124 -0.88685 -0.06
C -3.48847 3.39828 -0.01712 -0.06
C -3.04889 2.09039 -0.11658 -0.13
N -2.15979 1.70809 -1.02809 0.00
H 1.04038 1.45543 -5.07218 0.10
H 1.72507 -0.18953 -6.80615 0.09
H 1.05471 -2.55743 -6.59649 0.09
H -0.31432 -3.28969 -4.66298 0.11
H -4.48533 -3.80260 -2.33604 0.12
H -5.93372 -3.81598 -0.27434 0.11
H -5.27606 -2.33145 1.64021 0.11
H -3.29436 -0.87549 1.38591 0.06
H -1.58452 4.62150 -2.54364 0.12
H -3.26778 5.37697 -0.82537 0.11
H -4.21580 3.66857 0.73483 0.11
H -3.39029 1.32784 0.57049 0.10
O 4.88523 -0.85112 1.01039 0.03
C 4.99978 -0.24241 -0.18883 -0.27
C 6.23447 0.31566 -0.51991 -0.03
C 6.40771 0.96278 -1.72743 -0.10
C 5.35696 1.06614 -2.63481 -0.09
C 4.13249 0.51717 -2.30879 -0.01
C 3.93254 -0.13936 -1.09442 -0.08
C 2.58985 -0.70522 -0.81685 -0.49
O 1.68955 -0.56983 -1.68611 -0.19
N 2.45327 -1.30866 0.36858 -0.01
N 1.24051 -1.93135 0.47601 -0.05
C 0.98646 -2.49689 1.58414 -0.10
C -0.21415 -3.32234 1.76790 -0.27
C -0.55583 -3.74400 3.05050 -0.04
C -1.64171 -4.58221 3.20919 -0.06
C -2.34129 -4.98462 2.08234 -0.07
C -1.92628 -4.50525 0.84784 -0.15
N -0.89684 -3.68720 0.68186 0.13
H 3.95862 -1.21082 1.05426 0.05
H 7.04017 0.22924 0.19590 0.11
H 7.37271 1.39273 -1.96456 0.10
H 5.49385 1.57244 -3.58045 0.09
H 3.28848 0.58850 -2.98149 0.11
H 1.67934 -2.42392 2.42574 0.12
H 0.00715 -3.38611 3.89946 0.10
H -1.94045 -4.91201 4.19602 0.11
H -3.19140 -5.64909 2.15271 0.10
H -2.44856 -4.79317 -0.05510 0.10
O -0.83804 -0.94764 4.02572 -0.35
Cl -1.76099 0.03720 3.52451 0.66
O -1.61909 1.25971 4.29163 -0.36
O -3.11639 -0.44144 3.63197 -0.35
O -1.46472 0.31453 2.12777 -0.43
C 3.07823 1.70870 4.27510 -0.08
C 2.06227 0.74201 3.67797 -0.23
N 1.82594 0.98829 2.26704 0.02
C 1.11254 1.98165 1.72763 -0.79
S 1.11290 2.17122 0.03233 0.66
N 0.43076 2.78950 2.54671 0.02
C -0.54839 3.74607 2.06265 -0.28
C -0.02585 5.17333 2.10895 -0.08
H 3.21518 1.50236 5.33646 0.07
H 2.74407 2.74019 4.16647 0.07
H 4.03994 1.60754 3.77302 0.07
H 1.12227 0.75895 4.23187 0.09
H 2.43634 -0.27993 3.74414 0.11
H 2.25752 0.36388 1.59350 0.08
H 0.23035 2.41247 3.46470 0.11
H -1.44057 3.62901 2.67873 0.12
H -0.80608 3.47750 1.03581 0.05
H 0.25186 5.46092 3.12348 0.07
H -0.78849 5.86664 1.75192 0.07
H 0.85123 5.26817 1.46912 0.07